Here is a molecular structure, C41H70ClGeIrN4O8P2SSi from the OMol25 dataset. Energies are from ωB97M-V/def2-TZVPD.

ORCA input file:
```
! RIJCOSX wB97M-V def2-TZVPD def2/J DEFGRID3
* xyz 0 5
Ir -0.767 -0.482 0.893
C 2.693 -0.525 -0.238
C 2.798 -1.331 1.051
C 2.964 -2.810 0.727
C 3.964 -0.846 1.903
O 1.553 -1.094 1.790
Si 1.062 -1.705 3.258
S -0.910 -0.932 3.427
O 1.183 -3.323 3.162
C 0.641 -4.419 3.923
C -0.785 -4.702 3.459
C 0.664 -4.099 5.414
C 1.541 -5.607 3.613
O 2.050 -1.346 4.501
C 2.389 -0.244 5.340
C 2.470 1.046 4.537
C 1.336 -0.137 6.439
C 3.750 -0.571 5.944
H 3.554 -0.713 -0.882
H 2.641 0.544 -0.012
H 1.793 -0.817 -0.783
H 3.838 -2.951 0.089
H 2.083 -3.171 0.203
H 3.084 -3.392 1.641
H 4.904 -1.024 1.376
H 3.987 -1.386 2.853
H 3.872 0.223 2.110
H -1.440 -3.872 3.724
H -1.160 -5.620 3.920
H -0.805 -4.807 2.373
H 0.038 -3.225 5.618
H 1.681 -3.875 5.745
H 0.280 -4.948 5.984
H 1.509 -5.824 2.543
H 1.209 -6.490 4.165
H 2.571 -5.377 3.894
H 1.555 1.186 3.966
H 3.309 0.998 3.836
H 2.616 1.903 5.201
H 0.351 0.050 6.003
H 1.588 0.674 7.126
H 1.293 -1.073 7.001
H 4.495 -0.671 5.151
H 3.699 -1.512 6.496
H 4.061 0.224 6.626
C 2.237 2.900 0.456
N 1.117 3.690 0.977
C 0.609 4.669 0.016
P 0.127 2.909 2.044
O 0.252 1.432 2.079
O -1.378 3.406 1.696
P -2.174 2.657 0.481
O -1.200 1.721 -0.153
N -2.585 3.852 -0.563
C -3.477 4.922 -0.132
C -2.494 3.632 -2.002
N -3.557 2.277 1.285
C -3.484 1.490 2.528
C -4.758 1.987 0.491
N 0.415 3.555 3.530
C 0.525 5.005 3.673
C -0.194 2.882 4.682
H 3.086 3.561 0.271
H 1.965 2.398 -0.478
H 2.534 2.145 1.183
H 1.415 5.359 -0.237
H -0.216 5.236 0.443
H 0.258 4.187 -0.904
H -3.423 5.037 0.950
H -4.518 4.729 -0.411
H -3.165 5.859 -0.600
H -3.478 3.438 -2.446
H -1.843 2.783 -2.202
H -2.071 4.515 -2.483
H -2.706 1.880 3.183
H -3.289 0.435 2.338
H -4.443 1.580 3.039
H -4.651 2.369 -0.526
H -5.616 2.472 0.961
H -4.935 0.915 0.430
H 1.002 5.429 2.792
H 1.144 5.230 4.543
H -0.456 5.474 3.816
H -0.413 1.841 4.436
H -1.123 3.379 4.984
H 0.501 2.901 5.522
O -2.780 -0.376 -0.210
C -2.323 -0.488 -1.400
O -1.113 -0.689 -1.624
C -3.287 -0.337 -2.567
C -2.984 -1.298 -3.728
Ge -1.139 -1.178 -4.464
C 0.221 -2.503 -4.000
C 1.354 -2.545 -4.813
C 2.363 -3.470 -4.579
C 2.232 -4.387 -3.542
C 1.097 -4.367 -2.743
C 0.104 -3.419 -2.960
C -1.488 -1.564 -6.388
C -1.037 -0.770 -7.442
C -1.364 -1.071 -8.760
C -2.147 -2.180 -9.047
C -2.594 -2.992 -8.011
C -2.265 -2.684 -6.699
C -0.358 0.624 -4.476
C -0.987 1.674 -5.145
C -0.400 2.933 -5.210
C 0.821 3.161 -4.589
C 1.449 2.128 -3.902
C 0.865 0.869 -3.850
H -3.207 0.699 -2.915
H -4.293 -0.483 -2.173
H -3.650 -1.098 -4.568
H -3.172 -2.324 -3.401
H 1.445 -1.852 -5.646
H 3.242 -3.486 -5.212
H 3.013 -5.117 -3.361
H 0.985 -5.090 -1.943
H -0.761 -3.394 -2.307
H -0.423 0.101 -7.231
H -1.005 -0.440 -9.566
H -2.407 -2.412 -10.073
H -3.198 -3.865 -8.230
H -2.616 -3.328 -5.897
H -1.933 1.500 -5.651
H -0.894 3.734 -5.749
H 1.286 4.139 -4.652
H 2.405 2.304 -3.420
H 1.359 0.063 -3.315
Cl -1.157 -2.791 0.656
*
```

Results
HOMO (alpha / beta) in Eh: -0.2761 / -0.2902
Electronic energy in a.u.: -6437.4018
HOMO-LUMO gap (alpha / beta) in eV: 7.844 / 6.446

Löwdin atomic charge list, values in e, 6 entries:
1. Ir 1.184
2. C -0.019
3. C -0.596
4. C -0.021
5. C -0.018
6. O -0.275